(1)
The following is a quantum chemistry calculation of the molecule C3H4F2O in a non-equilibrium geometry, from OMol25.

Last column: natural (NBO) charge in e.
Positions of all 10 atoms, in Å:
1 C 0.37 1.31 0.92  -0.361
2 C 0.65 0.69 -0.22  -0.210
3 C -0.18 -0.76 -0.62  0.884
4 O -1.39 -0.69 -0.04  -0.719
5 F 0.55 -1.78 -0.06  -0.367
6 F -0.18 -1.12 -1.88  -0.328
7 H 1.14 1.84 1.28  0.191
8 H -0.47 1.26 1.54  0.214
9 H 1.44 0.83 -0.84  0.196
10 H -1.94 -1.59 -0.07  0.500

Summary:
* HOMO-LUMO gap: 0.4100 hartree
* relative energy (zero: lowest compared OMol25 entry of this formula, charge and spin): 28.6 kcal/mol
* electronic energy: -391.62729 Eh

***

(2)
The following is a quantum chemistry calculation of a structure of composition C5H8O2 in a non-equilibrium geometry, from OMol25.

Last column: natural (NBO) charge in e.
Positions of all 15 atoms, in Å:
1 C 1.99 -0.35 0.47  -0.635
2 C 0.94 0.70 0.28  0.055
3 O 0.66 1.11 -1.07  -0.460
4 C -0.31 0.40 -0.36  0.141
5 C -1.77 0.77 -0.11  -0.081
6 O -2.17 -0.23 -1.02  -0.497
7 C -1.01 -0.92 -0.68  -0.049
8 H 1.90 -0.80 1.46  0.221
9 H 1.87 -1.15 -0.28  0.218
10 H 2.99 0.07 0.37  0.222
11 H 0.94 1.53 1.00  0.184
12 H -1.82 0.02 1.00  0.141
13 H -2.21 1.76 -0.37  0.223
14 H -0.75 -1.75 -1.35  0.218
15 H -1.28 -1.16 0.66  0.099

Summary:
* HOMO-LUMO gap: 0.4049 hartree
* relative energy (zero: lowest compared OMol25 entry of this formula, charge and spin): 119.5 kcal/mol
* electronic energy: -345.61456 Eh

***

(3)
The following is a quantum chemistry calculation of a cluster of 2 separate species, H5N3 in total in a non-equilibrium geometry, from OMol25.

Last column: natural (NBO) charge in e.
Positions of all 8 atoms, in Å:
1 N 0.20 -1.10 0.10  -0.202
2 N 1.16 -0.19 0.21  -0.582
3 N -1.12 0.45 0.24  -0.998
4 H 0.22 -1.48 -0.86  0.317
5 H 1.78 -0.05 -0.59  0.355
6 H 0.70 0.61 0.74  0.437
7 H -1.13 0.86 -0.70  0.323
8 H -1.81 0.90 0.85  0.349

Summary:
* HOMO-LUMO gap (spin up / spin down): 0.3030 / 0.3299 hartree
* relative energy (zero: lowest compared OMol25 entry of this formula, charge and spin): 74.4 kcal/mol
* electronic energy: -167.07295 Eh

***

(4)
The following is a quantum chemistry calculation of the molecule C12H14N2O2 in a non-equilibrium geometry, from OMol25.

Last column: natural (NBO) charge in e.
Positions of all 30 atoms, in Å:
1 C -2.56 -1.02 1.35  -0.603
2 C -1.93 -0.12 0.17  -0.227
3 C -2.95 0.83 -0.34  -0.603
4 C -1.16 -1.09 -0.80  0.127
5 C 0.02 -1.66 -0.12  -0.485
6 C 1.16 -0.74 -0.04  0.272
7 N 1.78 -0.62 1.15  -0.485
8 C 2.55 0.39 1.36  0.535
9 O 3.33 0.22 2.43  -0.647
10 C 2.78 1.37 0.47  -0.266
11 C 3.78 2.34 0.78  0.277
12 N 4.52 3.08 1.21  -0.281
13 C 2.17 1.29 -0.77  -0.075
14 C 1.25 0.27 -0.94  -0.134
15 C 0.38 0.13 -2.22  -0.085
16 O -0.82 -0.66 -2.07  -0.521
17 H -3.34 -1.60 0.82  0.205
18 H -1.82 -1.59 1.78  0.194
19 H -2.98 -0.35 2.23  0.217
20 H -1.15 0.55 0.50  0.181
21 H -3.47 1.50 0.40  0.218
22 H -3.71 0.27 -0.80  0.197
23 H -2.36 1.36 -1.05  0.210
24 H -1.93 -1.86 -0.95  0.185
25 H -0.26 -1.98 0.83  0.238
26 H 0.35 -2.37 -0.83  0.233
27 H 3.21 -0.75 2.63  0.503
28 H 2.22 1.95 -1.63  0.235
29 H 0.85 -0.34 -3.07  0.206
30 H 0.09 1.21 -2.46  0.180

Summary:
* HOMO-LUMO gap: 0.3463 hartree
* relative energy (zero: lowest compared OMol25 entry of this formula, charge and spin): 73.8 kcal/mol
* electronic energy: -725.58311 Eh

***

(5)
The following is a quantum chemistry calculation of a structure of composition C2H14Li2N4O6 in a non-equilibrium geometry, from OMol25.

Last column: natural (NBO) charge in e.
Positions of all 28 atoms, in Å:
1 Li -0.19 4.85 3.87  0.963
2 Li -1.64 2.76 0.15  0.963
3 O -1.03 1.64 3.27  -1.367
4 H -0.32 1.39 3.90  0.404
5 O -0.58 5.67 0.58  -1.371
6 H -0.21 5.54 -0.31  0.407
7 O 2.88 2.48 2.33  -0.951
8 H 2.03 2.04 2.41  0.486
9 H 3.52 1.78 2.47  0.464
10 O -4.39 1.92 -1.90  -0.950
11 H -5.22 1.45 -1.98  0.478
12 H -4.15 2.13 -2.80  0.474
13 C 2.24 -0.01 -2.69  0.739
14 O 1.37 0.41 -2.06  -0.657
15 N 3.44 -0.27 -2.35  -0.813
16 N 2.05 -0.40 -3.90  -0.824
17 H 3.75 -0.11 -1.40  0.404
18 H 4.17 -0.47 -3.02  0.382
19 H 1.13 -0.17 -4.24  0.399
20 H 2.86 -0.49 -4.49  0.370
21 C -1.04 -3.91 1.85  0.746
22 O -0.02 -3.76 2.35  -0.623
23 N -1.51 -5.06 1.44  -0.860
24 N -1.78 -2.98 1.33  -0.834
25 H -2.02 -5.21 0.58  0.387
26 H -1.07 -5.87 1.85  0.390
27 H -1.56 -2.10 1.76  0.413
28 H -2.70 -3.26 1.01  0.380

Summary:
* HOMO-LUMO gap: 0.2199 hartree
* relative energy (zero: lowest compared OMol25 entry of this formula, charge and spin): 55.8 kcal/mol
* electronic energy: -770.00130 Eh

***

(6)
The following is a quantum chemistry calculation of a structure of composition C21H41Cl12F4INOPS in a non-equilibrium geometry, from OMol25.

Last column: Mulliken charge in e.
Positions of all 83 atoms, in Å:
1 C 0.57 4.83 1.19  -0.992
2 C -0.46 3.62 1.70  0.291
3 O -0.68 3.52 3.03  -0.567
4 N -1.07 2.66 0.71  0.737
5 C -1.24 3.25 -0.67  -0.844
6 C -2.32 1.99 1.23  -0.299
7 C -1.97 0.44 1.77  -0.029
8 C -1.19 -0.45 0.59  0.166
9 C -0.44 -1.78 1.19  -0.545
10 P 1.47 -1.68 1.23  -0.024
11 S 1.51 0.28 2.09  -0.143
12 I 1.50 -4.05 0.46  -0.300
13 C 2.62 -1.23 -0.22  0.742
14 F 3.98 -0.94 0.33  -0.278
15 F 2.75 -2.48 -1.06  -0.270
16 C 2.05 -0.07 -1.23  0.217
17 F 0.93 -0.55 -2.11  -0.265
18 F 3.19 0.26 -2.17  -0.316
19 H 0.07 5.49 0.35  0.351
20 H 1.56 4.37 0.69  0.212
21 H 0.88 5.56 2.06  0.272
22 H -1.91 2.58 -1.39  0.096
23 H -1.70 4.34 -0.54  0.272
24 H -0.16 3.33 -1.16  0.290
25 H -2.91 2.60 2.04  0.274
26 H -3.07 1.81 0.31  -0.260
27 H -2.94 -0.17 2.03  0.435
28 H -1.33 0.50 2.77  -0.290
29 H -2.08 -0.85 -0.10  0.169
30 H -0.52 0.21 -0.11  -0.262
31 H -0.71 -2.67 0.45  0.511
32 H -0.84 -2.12 2.25  0.229
33 H 2.11 -2.17 2.46  0.231
34 H 1.19 0.11 3.47  -0.250
35 H 1.77 0.95 -0.71  0.207
36 Cl 5.10 -5.51 -3.43  -0.251
37 C 4.77 -3.77 -3.20  -0.114
38 C 4.73 -3.02 -4.52  -0.330
39 Cl 6.33 -2.91 -5.28  -0.200
40 H 5.53 -3.37 -2.53  0.365
41 H 3.80 -3.70 -2.70  -0.071
42 H 4.40 -1.99 -4.34  0.195
43 H 4.04 -3.48 -5.23  0.353
44 Cl 3.79 0.05 4.18  -0.078
45 C 4.68 1.51 4.70  -0.532
46 C 3.78 2.50 5.41  -0.393
47 Cl 2.59 3.26 4.31  -0.090
48 H 5.15 1.95 3.81  0.294
49 H 5.47 1.17 5.37  0.359
50 H 4.38 3.32 5.83  0.362
51 H 3.23 2.03 6.23  0.122
52 Cl -7.36 0.49 -1.97  -0.200
53 C -5.94 1.53 -2.26  -0.284
54 C -4.66 0.90 -1.75  -0.121
55 Cl -4.61 0.82 0.03  -0.185
56 H -6.13 2.50 -1.79  -0.012
57 H -5.88 1.68 -3.34  0.426
58 H -3.80 1.50 -2.06  0.020
59 H -4.52 -0.11 -2.14  0.459
60 Cl 4.08 -11.07 -6.05  -0.190
61 C 4.01 -9.37 -5.52  -0.429
62 C 4.54 -9.19 -4.11  0.171
63 Cl 3.46 -9.93 -2.89  -0.191
64 H 2.97 -9.03 -5.61  0.322
65 H 4.62 -8.80 -6.22  0.289
66 H 4.60 -8.12 -3.87  -0.255
67 H 5.53 -9.63 -3.99  0.340
68 Cl -6.76 4.72 -2.21  -0.177
69 C -8.17 5.35 -3.10  -0.464
70 C -8.20 4.85 -4.54  -0.422
71 Cl -6.89 5.55 -5.52  -0.178
72 H -8.14 6.44 -3.05  0.361
73 H -9.06 5.00 -2.56  0.274
74 H -9.14 5.15 -5.01  0.315
75 H -8.12 3.76 -4.59  0.294
76 Cl 0.00 -1.00 5.30  -0.162
77 C -0.07 0.70 5.83  0.238
78 C 0.46 0.89 7.24  -0.570
79 Cl -0.61 0.15 8.46  -0.192
80 H -1.11 1.05 5.74  0.355
81 H 0.54 1.28 5.13  -0.226
82 H 0.52 1.95 7.48  0.368
83 H 1.45 0.45 7.36  0.262

Summary:
* HOMO-LUMO gap: 0.3165 hartree
* electronic energy: -7913.48456 Eh

***

Which formula does entry 5 have?
C2H14Li2N4O6

***

The highest electronic energy belongs to which entry?
H5N3

***

Among the records above, which one has the lowest electronic energy?
C21H41Cl12F4INOPS

***

The lowest electronic energy belongs to which entry?
C21H41Cl12F4INOPS